No. 1
42
Properties=species:S:1:pos:R:3:forces:R:3:lowdin_charge:R:1 method="wB97M-V/def2-TZVPD" smiles="CN1C[C@@H]2C[C@@](N)(C(=O)O)[C@@H](CCCB(O)O)[C@@H]2C1" homo_lumo_gap_ev=8.9 e_tot_ev=-24665.3458 de_lowest_kj_mol=173.99 total_charge=0
C 2.401 -3.735 1.600 -0.6 0.0 0.8 -0.0803
N 1.271 -2.850 1.235 0.7 0.1 -0.6 -0.2388
C 0.096 -3.282 0.369 1.4 0.3 0.4 -0.1097
C -0.774 -2.039 0.229 1.3 1.2 -0.7 -0.1570
C -0.476 -1.339 -1.185 -0.7 1.8 1.0 -0.0558
C 0.644 -0.325 -0.922 1.2 -1.5 -0.2 -0.3700
N 1.904 -1.071 -1.018 1.2 -0.8 1.1 0.0769
C 0.698 0.663 -2.109 0.4 -1.3 2.3 -0.4617
O -0.149 1.466 -2.300 -1.6 1.7 -1.1 0.1037
O 1.731 0.498 -2.908 0.7 -0.8 0.0 0.1568
C 0.334 0.182 0.545 -1.0 0.9 -1.2 -0.1319
C -0.849 1.259 0.527 1.2 0.1 -0.6 -0.1504
C -0.392 2.699 0.498 1.0 1.0 1.6 -0.2148
C -1.525 3.801 0.547 -0.5 -0.5 -1.9 -0.0554
B -2.417 4.036 -0.778 2.1 -0.6 0.3 -0.7123
O -2.065 3.485 -1.968 0.9 -1.2 -0.8 0.1459
O -3.419 4.955 -0.705 -0.4 -0.1 -0.2 0.1611
C -0.242 -1.065 1.329 2.4 1.5 -1.1 -0.1942
C 0.928 -1.704 2.083 -0.2 -1.1 0.4 -0.1535
H 2.487 -3.962 2.724 -0.4 0.5 -1.4 0.0962
H 2.234 -4.688 1.112 0.0 -0.3 -0.1 0.0651
H 3.408 -3.390 1.270 -0.7 0.2 0.1 0.0790
H 0.368 -3.562 -0.682 0.3 -0.3 1.2 0.1237
H -0.394 -4.091 0.879 -0.5 -0.6 0.0 0.1053
H -1.810 -2.186 0.418 -0.9 -0.5 -0.3 0.1262
H -1.191 -0.648 -1.596 -1.7 -0.3 0.4 0.1034
H -0.188 -1.876 -2.067 0.1 -1.3 0.0 0.1131
H 1.950 -1.640 -1.875 -0.2 0.7 0.4 0.0912
H 1.932 -1.786 -0.267 0.0 0.7 -0.3 0.0576
H 1.564 0.995 -3.700 -0.1 0.8 -0.8 0.1287
H 1.286 0.582 0.966 -0.9 -0.1 0.0 0.1469
H -1.399 1.199 -0.409 -0.6 -0.8 0.3 0.1015
H -1.456 1.092 1.410 -0.4 0.0 -0.1 0.1100
H 0.400 2.777 -0.270 -1.0 0.6 -0.4 0.1130
H 0.274 2.831 1.371 -0.4 0.1 0.2 0.1052
H -1.142 4.828 0.624 0.2 -0.3 0.7 0.1074
H -2.380 3.640 1.219 0.9 -0.1 0.9 0.1063
H -1.277 2.843 -2.016 -1.7 1.3 0.4 0.0870
H -3.813 5.061 -1.576 -0.1 0.1 0.0 0.1044
H -0.921 -0.644 2.041 -0.8 -0.3 0.2 0.1176
H 1.769 -0.961 2.261 -0.8 -1.1 -0.4 0.1340
H 0.599 -2.049 3.096 0.2 0.2 -0.4 0.1188

---

No. 2
42
Properties=species:S:1:pos:R:3:forces:R:3:lowdin_charge:R:1 method="wB97M-V/def2-TZVPD" smiles="C[C@H]1NC[C@@H]2C[C@@](N)(C(=O)O)[C@@H](CCCB(O)O)[C@@H]21" homo_lumo_gap_ev=9.0 e_tot_ev=-24665.5475 de_lowest_kj_mol=154.53 total_charge=0
C -2.891 -1.591 -0.507 -0.6 1.0 -0.2 -0.0675
C -1.619 -1.515 -1.320 3.0 0.7 -1.7 -0.2953
N -1.693 -1.607 -2.842 -1.1 1.4 1.3 -0.0257
C -0.715 -0.645 -3.448 -0.6 -1.8 -1.1 -0.1919
C -0.638 0.566 -2.594 -1.3 0.5 1.1 -0.2328
C 0.640 1.431 -2.505 -0.7 0.2 0.1 -0.0523
C 1.177 1.189 -1.077 1.3 -1.0 0.7 -0.3590
N 2.652 1.064 -1.219 -0.3 -0.6 -0.2 0.0781
C 0.882 2.446 -0.281 1.4 0.9 1.0 -0.4354
O 1.830 3.185 -0.056 -1.9 0.1 0.2 0.0864
O -0.389 2.734 0.168 1.3 -0.2 -0.8 0.1022
C 0.480 -0.134 -0.474 1.9 0.6 0.9 -0.1822
C 0.255 -0.207 1.093 0.4 0.5 -1.2 -0.1521
C 1.552 -0.252 1.920 -1.0 0.0 -0.3 -0.1942
C 1.358 0.021 3.433 0.4 -1.7 1.2 -0.0747
B 0.240 -0.825 4.314 2.2 -0.4 -2.0 -0.6123
O -0.937 -1.193 3.708 -1.7 0.3 -1.0 0.1244
O 0.446 -1.433 5.540 -1.3 0.4 -1.2 0.1473
C -0.812 -0.112 -1.194 -2.8 -0.1 0.5 -0.2113
H -2.680 -1.366 0.571 -0.2 -0.4 -0.9 0.0770
H -3.666 -0.884 -0.872 0.7 0.1 0.2 0.0886
H -3.395 -2.534 -0.634 0.1 -0.7 0.3 0.0626
H -0.901 -2.335 -0.991 -0.8 0.8 0.0 0.1439
H -1.716 -2.548 -3.224 0.3 0.4 0.1 0.1003
H 0.207 -1.205 -3.509 0.9 0.4 -0.3 0.1167
H -1.047 -0.339 -4.441 0.1 -0.5 -0.2 0.1137
H -1.493 1.272 -2.866 0.8 -1.2 0.6 0.1638
H 0.393 2.523 -2.605 0.2 -1.0 -0.2 0.1353
H 1.435 1.187 -3.221 -0.4 -0.1 0.2 0.1237
H 3.167 0.694 -0.431 -0.5 -0.1 0.3 0.0702
H 3.079 1.967 -1.386 -0.3 0.1 -0.1 0.0794
H -0.289 3.628 0.536 -0.2 -0.1 0.1 0.1324
H 1.172 -0.983 -0.645 -0.4 0.3 -0.7 0.1556
H -0.301 0.718 1.325 0.0 -0.5 0.4 0.1162
H -0.369 -1.096 1.271 0.2 0.3 -0.2 0.1014
H 2.134 0.556 1.542 0.6 1.0 -0.2 0.0773
H 2.203 -1.122 1.650 -0.9 0.2 0.7 0.1344
H 2.406 -0.019 3.799 -0.8 -0.1 0.6 0.1064
H 1.010 0.999 3.716 0.1 1.2 -0.8 0.0905
H -1.327 -0.894 2.834 1.4 -0.2 1.9 0.1105
H -0.413 -1.911 5.499 0.6 -0.2 1.2 0.1102
H -1.430 0.570 -0.580 -0.1 -0.3 -0.2 0.1383

---

No. 3
45
Properties=species:S:1:pos:R:3:forces:R:3:lowdin_charge:R:1 method="wB97M-V/def2-TZVPD" homo_lumo_gap_ev=4.7 e_tot_ev=-109501.0296 de_lowest_kj_mol=367.92 total_charge=+1
O -0.092 4.575 -3.519 -4.2 -1.9 0.0 -0.2765
S -1.599 4.463 -3.548 2.6 5.0 -2.1 0.8228
O -2.169 5.646 -4.293 0.4 -4.7 2.9 -0.2472
O -2.009 4.341 -1.915 -0.9 -1.9 -1.9 -0.2335
C -1.749 2.919 -1.630 3.0 0.6 0.3 -0.6412
Br -2.661 2.152 -0.044 0.1 0.7 -1.2 0.7155
C -1.722 2.092 -3.008 -0.1 -0.5 -0.2 -0.2864
C -2.557 0.738 -3.156 0.3 -0.5 -1.0 -0.0923
O -1.718 -0.446 -2.962 -1.9 0.7 2.0 -0.1907
O -0.796 -0.429 -3.986 1.7 0.5 -2.2 -0.0444
O -2.240 2.986 -4.038 1.1 2.2 1.7 -0.1779
H -0.642 2.977 -1.306 -1.9 -0.5 -0.2 0.1106
H -0.616 2.017 -3.265 -1.5 -0.7 0.5 0.1568
H -2.965 0.663 -4.228 0.6 0.5 1.5 0.1572
H -3.434 0.630 -2.441 1.4 0.2 -0.7 0.1275
H -0.268 -1.254 -3.964 -0.9 0.3 0.6 0.1252
C 3.094 -1.238 1.465 0.1 -0.6 0.2 -0.0051
C 1.832 -0.492 0.940 4.2 0.0 -0.8 -0.4231
C 1.332 0.542 1.985 -1.3 0.0 0.6 -0.1060
C 0.627 -0.085 3.179 0.2 -0.2 -0.1 -0.1552
C -0.501 -0.998 2.714 0.3 1.3 0.0 -0.1020
C -0.024 -2.072 1.707 -0.6 -4.2 1.4 -0.4391
N 0.771 -1.484 0.578 -6.4 7.2 -0.9 0.1359
O -0.068 -0.892 -0.229 3.7 -3.5 1.8 0.1741
C 0.808 -3.135 2.467 0.6 0.1 0.1 -0.0257
C -1.256 -2.869 1.202 -0.1 0.6 -0.7 -0.0132
C 2.359 0.312 -0.281 -0.9 0.0 -0.4 -0.0162
H 3.376 -0.913 2.469 -0.1 -0.1 -0.1 0.1006
H 2.977 -2.321 1.482 -0.1 0.1 0.1 0.0747
H 3.962 -1.079 0.820 -0.3 0.2 0.0 0.0936
H 0.638 1.244 1.508 0.0 -0.2 -0.3 0.1280
H 2.172 1.146 2.342 0.2 -0.4 -0.4 0.1460
H 1.341 -0.635 3.799 -0.1 0.0 0.0 0.1163
H 0.215 0.704 3.815 0.0 0.0 -0.1 0.1378
H -0.953 -1.481 3.587 0.1 -0.4 -0.4 0.1474
H -1.290 -0.385 2.265 0.1 -0.1 -0.3 0.1269
H 1.251 -3.857 1.776 -0.1 0.1 0.1 0.1031
H 0.178 -3.699 3.160 -0.1 0.2 -0.2 0.1046
H 1.604 -2.706 3.076 0.0 0.0 -0.1 0.0762
H -2.016 -2.230 0.746 0.2 0.0 0.0 0.0903
H -1.747 -3.390 2.028 0.4 0.2 0.0 0.1048
H -0.959 -3.625 0.468 0.0 0.1 0.1 0.1041
H 2.701 -0.358 -1.076 0.0 0.0 0.1 0.1054
H 3.205 0.937 0.014 -0.1 -0.3 0.3 0.1099
H 1.609 0.987 -0.701 0.0 -0.2 0.0 0.0804